No. 1
C2H3F2N in the gas phase in a non-equilibrium geometry, computed with ωB97M-V/def2-TZVPD.

ORCA input file:
```
! RIJCOSX wB97M-V def2-TZVPD def2/J DEFGRID3
* xyz 0 1
C -0.08 -0.24 0.24
C 1.21 -0.12 0.08
N -1.25 0.48 -0.02
F -1.30 1.76 -0.51
F 1.85 -1.19 0.50
H -0.51 -1.17 0.59
H 1.84 0.72 -0.35
H -1.76 -0.25 -0.54
*
```

SMILES string: F/C=C/NF
HOMO level: -8.76 eV
Gap between HOMO and LUMO: 9.71 eV

***

No. 2
A molecular structure, C27H28AuBN3O11S4 in a non-equilibrium geometry, computed with ωB97M-V/def2-TZVPD.

ORCA input file:
```
! RIJCOSX wB97M-V def2-TZVPD def2/J DEFGRID3
* xyz -1 1
Au 0.28 0.14 -0.52
O -0.77 4.04 -1.61
S -0.87 2.65 -1.93
O -1.24 2.31 -3.28
O 0.41 1.93 -1.47
C -2.07 1.89 -0.87
C -3.35 1.82 -1.24
C -4.27 1.29 -0.22
C -3.78 0.41 1.85
C -2.45 0.60 2.37
C -1.95 1.72 1.80
S -0.52 2.58 2.57
O -0.87 2.53 3.97
O -0.46 3.87 1.96
O 0.59 1.68 2.23
H -3.68 2.01 -2.26
H -5.29 1.33 -0.57
H -4.48 -0.11 2.49
H -1.90 -0.05 3.03
C -8.37 0.24 2.94
C -7.96 1.29 1.89
C -8.86 1.16 0.66
C -8.21 2.67 2.50
C -6.49 1.08 1.49
C -6.24 -0.30 0.88
C -5.15 -0.91 0.38
C -3.86 -0.11 0.36
O -2.60 -0.49 -0.05
B -1.69 0.63 -0.02
O -3.00 2.60 1.47
C -4.16 1.80 1.28
C -5.59 2.07 1.69
H -9.39 0.42 3.26
H -7.72 0.31 3.82
H -8.31 -0.78 2.56
H -9.91 1.33 0.94
H -8.80 0.18 0.19
H -8.59 1.91 -0.09
H -9.27 2.76 2.76
H -7.97 3.47 1.80
H -7.63 2.82 3.41
H -7.14 -0.91 0.86
H -5.21 -1.93 0.00
H -5.87 3.00 2.15
S -0.10 -1.69 0.85
C 1.53 -1.63 1.53
N 2.39 -2.58 1.16
C 3.81 -2.46 1.49
C 3.94 -1.86 2.88
C 3.19 -0.54 2.93
N 1.85 -0.71 2.39
H 2.12 -3.09 0.33
H 4.31 -1.82 0.76
H 4.26 -3.46 1.44
H 4.99 -1.70 3.12
H 3.52 -2.55 3.61
H 3.71 0.23 2.35
H 3.09 -0.19 3.96
H 1.20 0.10 2.48
O 1.95 -2.61 -1.79
C 2.68 -1.63 -1.76
N 2.41 -0.44 -1.17
S 3.69 0.58 -1.17
O 4.23 0.70 0.16
O 3.44 1.79 -1.90
C 4.75 -0.49 -2.10
C 6.05 -0.29 -2.52
C 6.66 -1.33 -3.22
C 5.97 -2.51 -3.48
C 4.66 -2.69 -3.05
C 4.07 -1.66 -2.35
H 6.58 0.63 -2.31
H 7.67 -1.22 -3.57
H 6.46 -3.30 -4.04
H 4.11 -3.60 -3.24
*
```

HOMO level: -6.11 eV
Gap between HOMO and LUMO: 8.20 eV

***

- The lowest gap between HOMO and LUMO belongs to which entry?
  C27H28AuBN3O11S4

***

- Number 2 is which compound?
  C27H28AuBN3O11S4

***

- Among the records above, which one has the lowest gap between HOMO and LUMO?
  C27H28AuBN3O11S4